This record from OMol25 describes a single C16H20FNO4 molecule. The level of theory is ωB97M-V/def2-TZVPD.

Geometry (Å):
C1 0.784 -1.597 -3.337
C2 -0.720 -1.578 -3.083
C3 -1.372 -0.248 -3.490
C4 -1.642 0.680 -2.302
N1 -0.438 1.020 -1.580
C5 0.092 2.247 -1.599
O1 -0.385 3.197 -2.184
C6 1.402 2.420 -0.815
O2 1.717 1.350 0.066
C7 2.546 0.401 -0.391
O3 3.049 0.419 -1.482
C8 2.791 -0.693 0.628
C9 1.918 -0.588 1.873
C10 0.449 -0.712 1.527
O4 0.084 -1.035 0.415
C11 -0.529 -0.409 2.596
C12 -1.863 -0.230 2.220
C13 -2.833 0.063 3.155
C14 -2.458 0.166 4.484
F1 -3.392 0.445 5.408
C15 -1.146 -0.014 4.891
C16 -0.183 -0.298 3.943
H1 0.990 -1.497 -4.401
H2 1.213 -2.537 -2.996
H3 1.289 -0.786 -2.821
H4 -1.174 -2.393 -3.651
H5 -0.911 -1.773 -2.026
H6 -2.331 -0.434 -3.977
H7 -0.732 0.270 -4.204
H8 -2.339 0.196 -1.610
H9 -2.077 1.618 -2.653
H10 -0.007 0.271 -1.056
H11 1.321 3.323 -0.206
H12 2.209 2.546 -1.547
H13 3.849 -0.658 0.896
H14 2.613 -1.642 0.117
H15 2.083 0.366 2.375
H16 2.178 -1.391 2.566
H17 -2.118 -0.319 1.175
H18 -3.864 0.210 2.874
H19 -0.897 0.069 5.938
H20 0.836 -0.445 4.265

Calculated values
LUMO energy ... -0.20 eV
Electronic energy ... -29315.317 eV
HOMO ... -9.41 eV
HOMO-LUMO gap ... 0.3384 Ha
Max |F| ... 0.8 eV/A
SMILES ... CCCCNC(=O)COC(=O)CCC(=O)c1ccc(F)cc1

natural (NBO) population analysis, charges in e, atoms 1 to 6: C -0.6055; C -0.4083; C -0.4040; C -0.2178; N -0.6286; C 0.6536